Formula: C35H50BrFNO30PS7
Source: the Open Molecules 2025 dataset
Level of theory: the ωB97M-V functional and the def2-TZVPD basis

XYZ file:
```
126
Properties=species:S:1:pos:R:3:lowdin_charge:R:1
C 3.8720 -1.4020 -1.5116 -0.177
C 3.8275 0.0842 -0.7621 -0.413
P 2.5281 1.2251 -1.6546 0.928
C 3.0548 3.0157 -1.1075 -0.429
C 3.0133 3.2365 0.5165 -0.197
C 0.9067 0.9053 -0.6252 -0.300
C -0.1467 2.1964 -0.5815 -0.052
C -1.5195 2.0406 0.3043 -0.007
C -1.7882 0.6303 1.0965 -0.033
C -0.7537 -0.6784 1.0123 -0.015
C 0.6256 -0.5375 0.1340 0.015
C -1.2039 -2.0593 1.8412 -0.199
O -1.0140 -3.2820 1.3396 -0.029
C -1.9410 -1.7612 3.3119 -0.020
C -1.6397 -2.7747 4.5674 0.066
C -2.3453 -2.4155 6.0078 -0.035
F -2.1054 -3.3051 7.1999 -0.092
C -3.3216 -1.0735 6.1590 -0.069
N -3.8681 -0.8436 7.5819 0.024
C -3.6760 -0.0584 4.8815 -0.029
C -4.6364 1.2607 5.0308 -0.204
C -6.2453 0.9559 5.0765 -0.712
C -6.7329 -0.0516 6.2741 -0.190
Br -7.0345 0.2754 3.3695 0.615
C -2.9528 -0.4339 3.4208 0.030
C -3.1363 0.4342 2.0423 -0.201
O -4.2682 0.9678 1.5766 -0.092
H 4.9646 -1.8332 -1.6091 0.038
H 3.4076 -1.2199 -2.5952 0.070
H 3.2577 -2.2146 -0.8983 0.070
H 3.4926 -0.1349 0.3526 0.075
H 4.8904 0.5894 -0.6865 0.079
H 4.1759 3.1534 -1.4588 0.049
H 2.3292 3.8354 -1.5832 0.080
H 2.8013 2.2726 1.1461 0.065
H 2.2475 4.0761 0.8522 0.075
H 4.0882 3.6315 0.8448 0.076
H 0.1081 3.1954 -1.1823 0.097
H -2.2518 2.9550 0.3277 0.097
H 1.3724 -1.4399 0.0999 0.086
H -0.9426 -3.7175 4.5227 0.119
H -4.1472 0.1590 7.6644 0.056
H -3.1196 -1.0730 8.2993 0.100
H -4.2304 1.8740 5.9675 0.131
H -4.4140 1.9548 4.0887 0.121
H -6.7739 2.0044 5.2923 0.111
H -6.2947 0.3403 7.3048 0.075
H -7.9200 -0.0563 6.3915 0.095
H -6.3286 -1.1465 6.1244 0.086
C -4.7554 2.2570 -2.3505 -0.163
C -5.5318 2.4953 -1.0582 -0.169
O -5.7579 3.9023 -1.0127 -0.195
S -5.9134 4.4635 -2.5362 0.683
O -7.3239 4.5634 -2.8386 -0.251
O -4.9903 5.5600 -2.7157 -0.236
O -5.3200 3.1542 -3.3053 -0.189
H -3.6978 2.5118 -2.2276 0.125
H -4.8419 1.2246 -2.6997 0.142
H -4.9811 2.1645 -0.1744 0.100
H -6.5068 1.9974 -1.0867 0.138
C 8.0808 -5.1746 -0.8346 -0.175
C 6.6817 -5.0266 -0.2427 -0.176
O 6.6802 -3.7526 0.3973 -0.191
S 7.6641 -2.7451 -0.4256 0.690
O 6.8507 -1.9484 -1.3171 -0.260
O 8.6092 -2.1698 0.5030 -0.234
O 8.4316 -3.8772 -1.3129 -0.183
H 8.8056 -5.4618 -0.0660 0.133
H 8.1091 -5.9022 -1.6502 0.113
H 6.4464 -5.8179 0.4730 0.138
H 5.9205 -5.0100 -1.0298 0.124
C 8.5264 3.8547 -2.3514 -0.173
C 8.8915 2.6492 -1.4893 -0.172
O 7.7209 1.8354 -1.4708 -0.195
S 6.9355 2.0047 -2.8903 0.682
O 7.3085 0.9010 -3.7469 -0.220
O 5.5623 2.3570 -2.6134 -0.276
O 7.7191 3.3374 -3.4077 -0.190
H 7.9271 4.5761 -1.7866 0.132
H 9.4100 4.3551 -2.7567 0.137
H 9.1788 2.9345 -0.4745 0.138
H 9.6995 2.0681 -1.9462 0.135
C 6.6446 -9.9186 -2.7265 -0.187
C 5.8682 -9.6803 -1.4341 -0.165
O 5.6421 -8.2733 -1.3886 -0.204
S 5.4866 -7.7121 -2.9122 0.684
O 4.0761 -7.6122 -3.2145 -0.224
O 6.4097 -6.6157 -3.0917 -0.241
O 6.0800 -9.0215 -3.6813 -0.187
H 7.7022 -9.6638 -2.6036 0.134
H 6.5581 -10.9510 -3.0757 0.111
H 6.4189 -10.0112 -0.5504 0.141
H 4.8932 -10.1782 -1.4626 0.137
C 8.7971 -14.1263 -5.0918 -0.171
C 9.9839 -13.1666 -5.0966 -0.172
O 9.8050 -12.3460 -3.9444 -0.193
S 9.0730 -13.2215 -2.7790 0.692
O 10.0917 -13.7178 -1.8805 -0.224
O 7.9091 -12.4961 -2.3256 -0.250
O 8.5801 -14.4573 -3.7212 -0.188
H 7.8938 -13.6380 -5.4714 0.134
H 8.9942 -15.0295 -5.6755 0.139
H 10.0226 -12.5565 -6.0022 0.139
H 10.9290 -13.7079 -4.9821 0.135
C -8.2820 8.0490 -1.2272 -0.167
C -8.8514 7.2441 -2.3924 -0.170
O -10.2647 7.2647 -2.2048 -0.186
S -10.6854 8.6752 -1.5020 0.671
O -11.1251 9.5824 -2.5387 -0.234
O -11.4717 8.3831 -0.3261 -0.248
O -9.1927 9.1290 -1.0288 -0.205
H -8.2574 7.4514 -0.3102 0.134
H -7.2794 8.4297 -1.4394 0.140
H -8.4797 6.2168 -2.4101 0.096
H -8.6308 7.7272 -3.3501 0.140
C -11.4626 11.3167 1.4973 -0.177
C -11.1230 10.5343 2.7632 -0.174
O -10.6984 11.5160 3.7060 -0.198
S -11.5081 12.9040 3.4266 0.678
O -12.6275 12.9650 4.3400 -0.240
O -10.5472 13.9733 3.2867 -0.239
O -12.0786 12.5220 1.9479 -0.192
H -10.5565 11.5835 0.9439 0.134
H -12.1400 10.7648 0.8402 0.127
H -10.3369 9.7939 2.5969 0.135
H -12.0104 10.0375 3.1694 0.135
```

For the max |F|, the calculation gives 0.161 hartree/bohr. The SMILES is CCP(CC)c1ccc2c(c1)C(=O)c1cc(F)c(N)c(C[C@H](C)Br)c1C2=O.O=S1(=O)OCCO1.O=S1(=O)OCCO1.O=S1(=O)OCCO1.O=S1(=O)OCCO1.O=S1(=O)OCCO1.O=S1(=O)OCCO1.O=S1(=O)OCCO1. Its LUMO energy is -0.0649 Ha. Its molar mass is 1319.11 g mol⁻¹. The spin multiplicity is 1.



Formula: C35H50N3O5SiY
Source: the Open Molecules 2025 dataset
Level of theory: the ωB97M-V functional and the def2-TZVPD basis

XYZ file:
```
95
Properties=species:S:1:pos:R:3:lowdin_charge:R:1
Y 0.0485 0.2114 -0.2230 1.349
O -0.6153 1.3907 -2.1625 -0.190
C -0.1439 1.9293 -3.2253 -0.372
C -0.8442 2.9876 -3.8720 -0.031
C -0.3669 3.5872 -5.0140 -0.128
C 0.8335 3.1727 -5.6029 -0.146
C 1.5223 2.1347 -5.0068 -0.086
C 1.0702 1.5070 -3.8423 -0.148
C 1.8360 0.3756 -3.3524 -0.100
N 1.5896 -0.2986 -2.2903 -0.038
N 2.4486 -1.3919 -2.1390 0.047
C 2.0574 -2.1687 -1.1652 -0.538
O 1.0263 -2.0547 -0.4257 -0.185
C 2.9551 -3.3590 -0.9229 -0.135
C 4.2133 -3.4637 -1.5111 -0.040
C 5.0136 -4.5679 -1.2626 -0.104
C 4.5670 -5.5854 -0.4266 -0.124
C 3.3152 -5.4864 0.1637 -0.099
C 2.5172 -4.3762 -0.0822 -0.029
H -1.7684 3.3116 -3.4122 0.090
H -0.9324 4.3995 -5.4609 0.086
H 1.2097 3.6471 -6.5008 0.074
H 2.4488 1.7780 -5.4478 0.095
H 2.6798 0.0454 -3.9705 0.111
H 4.5446 -2.6596 -2.1533 0.100
H 5.9954 -4.6323 -1.7174 0.089
H 5.1967 -6.4463 -0.2308 0.085
H 2.9612 -6.2695 0.8249 0.091
H 1.5455 -4.2731 0.3786 0.092
C -0.5884 -3.0559 -3.1913 -0.107
O -1.1906 -1.8376 -2.8404 -0.182
C -2.5755 -1.9552 -2.6804 -0.218
C -3.1134 -0.6323 -2.1780 -0.174
O -2.6483 -0.2645 -0.9016 -0.207
C -3.3798 -0.7004 0.2247 -0.180
C -2.9282 -2.0644 0.7104 -0.220
O -1.5233 -2.0549 0.7559 -0.249
C -0.9920 -3.1820 1.4099 -0.099
H -1.0537 -3.4743 -4.0969 0.083
H -0.6737 -3.7859 -2.3763 0.091
H 0.4627 -2.8588 -3.3821 0.080
H -2.8146 -2.7767 -1.9895 0.112
H -3.0549 -2.1871 -3.6491 0.126
H -4.2132 -0.6602 -2.1786 0.125
H -2.7733 0.1592 -2.8495 0.127
H -4.4569 -0.7174 0.0020 0.128
H -3.1593 0.0452 0.9939 0.104
H -3.2746 -2.8883 0.0658 0.112
H -3.3448 -2.2268 1.7164 0.119
H -1.3684 -3.2350 2.4379 0.083
H 0.0885 -3.0723 1.4090 0.065
H -1.2669 -4.1027 0.8754 0.092
C 4.2552 0.4419 0.2341 -0.283
Si 2.5599 0.4754 1.1464 0.442
C 2.8185 1.9918 2.2968 -0.282
C 2.8125 -1.0411 2.3111 -0.261
H 5.0798 0.4955 0.9568 0.004
H 4.3545 1.2833 -0.4570 0.001
H 4.3714 -0.4717 -0.3528 -0.017
H 3.5448 1.7763 3.0899 0.003
H 1.8861 2.3152 2.7605 -0.009
H 3.2000 2.8341 1.7124 0.000
H 3.5942 -0.8342 3.0526 0.010
H 3.1279 -1.9025 1.7162 -0.003
H 1.9073 -1.3289 2.8492 -0.018
C -2.9283 3.1739 -0.5469 -0.075
C -1.9660 3.9280 0.3741 -0.386
C -0.5429 4.0019 -0.1814 -0.072
C -2.0272 3.4393 1.8071 -0.167
C -2.5139 4.3489 2.7283 -0.115
C -2.6481 4.0724 4.0849 -0.170
C -2.2632 2.8012 4.4936 -0.117
C -1.7789 1.8378 3.6260 -0.167
C -1.3750 0.5243 4.2663 -0.392
C 0.1243 0.2690 4.1362 -0.090
C -2.1676 -0.6749 3.7587 -0.087
C -1.6136 2.0912 2.1935 -0.340
N -1.1181 1.1971 1.3458 -0.146
H -3.0331 3.6936 -1.5047 0.056
H -3.9162 3.1235 -0.0776 0.074
H -2.5823 2.1632 -0.7402 0.037
H -2.3283 4.9670 0.4057 0.106
H -0.0851 3.0141 -0.1852 0.024
H 0.0702 4.6462 0.4533 0.076
H -0.5275 4.3924 -1.2025 0.065
H -2.8010 5.3336 2.3613 0.085
H -3.0284 4.8085 4.7841 0.059
H -2.3476 2.5373 5.5477 0.084
H -1.6056 0.6262 5.3365 0.107
H 0.3909 0.2390 3.0815 0.016
H 0.4134 -0.6800 4.5997 0.067
H 0.6945 1.0726 4.6063 0.078
H -1.9407 -0.8202 2.7059 0.031
H -3.2425 -0.5006 3.8684 0.078
H -1.9058 -1.5777 4.3233 0.067
```

For the max |F|, the calculation gives 0.033 hartree/bohr. As for the total charge: -2. Its LUMO energy is 0.1604 Ha. Its molar mass is 709.79 g mol⁻¹. The energy above the lowest of the compared OMol25 structures with the same formula, charge and spin comes out at 17.1 kJ/mol. The spin multiplicity is 1.



Formula: C35H51BiGe2N10O2
Source: the Open Molecules 2025 dataset
Level of theory: the ωB97M-V functional and the def2-TZVPD basis

XYZ file:
```
101
Properties=species:S:1:pos:R:3:lowdin_charge:R:1
Bi 0.4893 -0.2829 -0.3469 1.827
C 2.5012 2.3153 2.9502 -0.012
C 1.9229 1.0519 2.3629 -0.469
O 1.4561 1.1618 1.1678 -0.300
C 1.9691 -0.1072 3.0947 -0.047
C 1.6037 -1.4088 2.6499 -0.319
C 1.8364 -2.5424 3.6067 -0.030
N 1.1132 -1.6698 1.4605 -0.100
N 0.9257 -3.0246 1.2172 0.055
C 0.7209 -3.3086 -0.0300 -0.494
O 0.6453 -2.4330 -0.9948 -0.296
C 0.5181 -4.7333 -0.3965 -0.154
C 0.2461 -5.0618 -1.7192 -0.030
C 0.0475 -6.3872 -2.0820 -0.078
C 0.1187 -7.3884 -1.1263 -0.082
C 0.3901 -7.0634 0.1998 -0.075
C 0.5889 -5.7434 0.5649 -0.027
H 3.5610 2.3845 2.6863 0.087
H 2.4302 2.3222 4.0370 0.087
H 1.9790 3.1835 2.5525 0.056
H 2.3704 -0.0435 4.0955 0.104
H 2.2005 -2.1728 4.5620 0.076
H 2.5599 -3.2415 3.1870 0.087
H 0.9143 -3.1046 3.7511 0.083
H 0.1897 -4.2690 -2.4540 0.097
H -0.1627 -6.6402 -3.1134 0.102
H -0.0367 -8.4210 -1.4108 0.104
H 0.4466 -7.8425 0.9487 0.105
H 0.7992 -5.4737 1.5905 0.107
C 5.2332 -1.2199 -1.5077 -0.025
N 4.8588 0.1855 -1.4216 -0.134
C 5.8540 1.2068 -1.7383 -0.026
C 3.5665 0.5072 -1.2185 -0.402
N 2.6129 -0.3836 -1.1966 0.020
N 3.3214 1.8418 -1.0005 0.159
C 2.1035 2.5290 -1.0224 -0.524
N 2.2168 3.7792 -0.4802 0.187
N 1.0743 2.0332 -1.5984 0.061
H 6.3145 -1.2981 -1.4550 0.093
H 4.9018 -1.6730 -2.4461 0.104
H 4.8155 -1.7770 -0.6690 0.100
H 6.7617 0.7144 -2.0711 0.093
H 6.1150 1.8112 -0.8652 0.095
H 5.5104 1.8598 -2.5412 0.102
H 2.8929 -1.3272 -1.4251 0.056
H 4.1226 2.4092 -0.7849 0.126
H 2.8482 3.8591 0.3046 0.101
H 1.3319 4.2329 -0.2840 0.076
H 0.2828 2.6688 -1.5427 0.050
N -2.0936 -1.8460 0.5768 0.053
H -1.9303 -2.0369 1.5617 0.031
H -1.6963 -2.6326 0.0694 0.003
H -3.0989 -1.8830 0.4424 0.029
C -4.9559 3.1834 -0.5829 -0.246
Ge -3.6138 1.8233 -1.0462 0.667
C -2.6404 2.3756 -2.6577 -0.254
C -4.4906 0.1034 -1.3647 -0.239
Ge -2.0412 1.6949 0.8269 0.903
C -1.3058 3.4313 1.3154 -0.365
C -1.1483 4.4125 0.3287 -0.163
C -0.5857 5.6471 0.6274 -0.103
C -0.1642 5.9200 1.9243 -0.082
C -0.3247 4.9599 2.9164 -0.083
C -0.8880 3.7265 2.6141 -0.109
C -2.6234 0.6994 2.4016 -0.391
C -3.9633 0.3658 2.5991 -0.128
C -4.3501 -0.4060 3.6873 -0.079
C -3.3970 -0.8569 4.5918 -0.081
C -2.0594 -0.5305 4.4085 -0.078
C -1.6754 0.2421 3.3195 -0.141
H -5.5958 3.4128 -1.4362 0.022
H -4.4672 4.1035 -0.2600 0.012
H -5.5851 2.8251 0.2326 0.014
H -3.2904 2.2443 -3.5248 0.027
H -1.7540 1.7571 -2.7984 -0.023
H -2.3532 3.4270 -2.6070 0.008
H -5.2744 0.2251 -2.1134 0.027
H -4.9470 -0.2701 -0.4467 0.009
H -3.7708 -0.6259 -1.7318 -0.017
H -1.4952 4.2196 -0.6825 0.073
H -0.4918 6.4025 -0.1438 0.109
H 0.2682 6.8828 2.1636 0.106
H -0.0135 5.1758 3.9310 0.109
H -1.0189 2.9905 3.3997 0.098
H -4.7148 0.7161 1.8991 0.084
H -5.3940 -0.6531 3.8322 0.106
H -3.6969 -1.4592 5.4396 0.106
H -1.3130 -0.8796 5.1117 0.105
H -0.6239 0.4709 3.1790 0.074
C 0.6160 0.5103 -4.5335 -0.012
C -0.2805 -0.5900 -4.0868 -0.391
N -0.8001 -0.7320 -2.8801 0.026
C -1.5973 -1.8587 -2.9446 -0.173
C -1.5675 -2.3877 -4.1914 -0.081
N -0.7194 -1.5746 -4.9050 0.104
H 1.2180 0.8458 -3.6929 0.036
H 0.0274 1.3635 -4.8787 0.085
H 1.2637 0.1947 -5.3514 0.081
H -2.1310 -2.2243 -2.0853 0.082
H -2.0477 -3.2478 -4.6233 0.116
H -0.4869 -1.6727 -5.8779 0.159
```

For the max |F|, the calculation gives 0.013 hartree/bohr. As for the total charge: +1. Its LUMO energy (alpha / beta) is -0.0701 / -0.1138 Ha. Its molar mass is 998.06 g mol⁻¹. The energy above the lowest of the compared OMol25 structures with the same formula, charge and spin comes out at 0.0 kJ/mol. The spin multiplicity is 2.



Formula: C35H52AsMnOP3Se
Source: the Open Molecules 2025 dataset
Level of theory: the ωB97M-V functional and the def2-TZVPD basis

XYZ file:
```
94
Properties=species:S:1:pos:R:3:lowdin_charge:R:1
Mn 0.1392 0.7082 0.3182 0.292
P 0.5132 -1.6126 -0.6319 0.798
P 1.1411 0.0957 2.3907 0.798
P -0.9475 1.4443 -1.6909 0.787
H 0.3852 4.1821 2.5024 0.059
C -0.5096 4.0617 1.8828 -0.020
C -0.9947 2.8986 1.4114 -0.107
H -0.4505 1.9052 1.4693 -0.045
C 2.1890 -1.6821 -1.3733 -0.257
C 0.5245 -3.0435 0.5156 -0.215
C -0.5252 -2.3015 -1.9752 -0.216
C 1.4214 1.7093 3.2179 -0.250
C 0.7910 -1.1732 3.6650 -0.204
C 2.8095 -0.3672 1.7453 -0.266
C -1.0814 3.2508 -1.5376 -0.251
C -2.5395 0.7445 -2.2411 -0.214
C 0.2494 1.0593 -3.0151 -0.256
H -1.0168 5.0379 1.7661 0.096
H -2.0345 2.9564 1.0609 0.080
H 2.2775 -2.7437 -1.6644 0.062
H 3.0234 -1.4116 -0.7101 0.018
H 2.2585 -1.0348 -2.2627 0.037
H 1.0063 -3.8412 -0.0691 0.069
H -0.5004 -3.3557 0.7611 0.022
H 1.0680 -2.9195 1.4624 0.023
H 0.1345 -3.0107 -2.4987 0.072
H -0.9370 -1.5820 -2.6952 0.032
H -1.3729 -2.8623 -1.5603 0.019
H 2.1178 1.5129 4.0385 0.065
H 0.4791 2.1250 3.5993 0.056
H 1.8413 2.4697 2.5431 0.035
H 1.4312 -0.9770 4.5422 0.074
H 0.9763 -2.2059 3.3203 0.052
H -0.2551 -1.1165 3.9987 0.039
H 3.5417 -0.2523 2.5606 0.070
H 3.1325 0.2573 0.8905 -0.012
H 2.8146 -1.4101 1.3962 0.033
H -1.1248 3.6763 -2.5439 0.064
H -0.2356 3.6966 -0.9945 0.023
H -1.9880 3.4981 -0.9694 0.052
H -2.7428 0.9529 -3.3045 0.079
H -3.3365 1.1889 -1.6352 0.044
H -2.6011 -0.3422 -2.0843 0.026
H -0.0254 1.5960 -3.9319 0.067
H 0.3115 -0.0162 -3.2312 0.026
H 1.2378 1.3871 -2.6664 0.025
C 4.2213 3.4349 -0.9729 -0.521
C 3.0210 3.6228 -0.2504 -0.131
C 2.5138 4.9131 -0.1386 -0.049
C 3.2607 5.9731 -0.7026 -0.010
C 4.4511 5.8055 -1.4492 -0.010
C 4.9552 4.5014 -1.5584 -0.079
Se 4.9049 1.6079 -1.1455 1.247
H 4.2157 1.5675 -2.4987 -0.021
H 2.4858 2.7958 0.2363 0.073
H 1.5570 5.0953 0.3984 0.108
H 2.9261 6.9827 -0.5380 0.121
H 4.9891 6.6433 -1.9384 0.146
H 5.9027 4.2904 -2.0894 0.128
O -2.0959 -1.1020 0.7570 -0.582
As -3.5227 -1.9807 0.6375 1.232
C -3.9142 -2.2712 2.5226 -0.319
C -5.2238 -2.6242 2.8506 -0.086
C -5.5337 -2.9130 4.1858 -0.048
C -4.5260 -2.8837 5.1532 -0.054
C -3.2068 -2.5676 4.8106 -0.062
C -2.8981 -2.2283 3.4833 -0.109
C -4.8189 -0.7229 -0.1269 -0.318
C -5.5216 -1.0443 -1.2940 -0.100
C -6.4731 -0.1471 -1.7906 -0.053
C -6.7544 1.0197 -1.0782 -0.056
C -6.0610 1.3324 0.0931 -0.062
C -5.0631 0.4707 0.5615 -0.108
C -3.1356 -3.6858 -0.2046 -0.321
C -3.5268 -3.9868 -1.5201 -0.111
C -3.2043 -5.2363 -2.0488 -0.055
C -2.4956 -6.1710 -1.2977 -0.044
C -2.2058 -5.9057 0.0435 -0.051
C -2.5509 -4.6722 0.6074 -0.112
H -5.9915 -2.6620 2.0719 0.114
H -6.5511 -3.1700 4.4677 0.118
H -4.7270 -3.1696 6.1846 0.119
H -2.3871 -2.5954 5.5356 0.111
H -1.8987 -1.9675 3.1413 0.058
H -5.3325 -1.9857 -1.8075 0.079
H -7.0196 -0.3902 -2.7043 0.121
H -7.5817 1.6482 -1.4073 0.121
H -6.2946 2.2268 0.6814 0.119
H -4.4807 0.6914 1.4610 0.110
H -4.0720 -3.2601 -2.1099 0.082
H -3.5293 -5.4518 -3.0677 0.122
H -2.2762 -7.1556 -1.7110 0.123
H -1.7301 -6.6699 0.6653 0.122
H -2.4208 -4.5230 1.6951 0.118
```

For the max |F|, the calculation gives 0.059 hartree/bohr. As for the total charge: +3. Its LUMO energy (alpha / beta) is -0.3096 / -0.4644 Ha. Its molar mass is 790.54 g mol⁻¹. The spin multiplicity is 5.



> molar mass of number 2 (C35H50N3O5SiY)?

709.79 g mol⁻¹



> Among the records above, which one has the highest max |F|?

C35H50BrFNO30PS7



> max |F| of number 4 (C35H52AsMnOP3Se)?

0.059 hartree/bohr